C58H41Cl4IrN8O2S2 | wB97M-V/def2-TZVPD

Results
Highest occupied orbital energy (alpha / beta): -9.92 / -9.87 eV
Multiplicity: 2
Energy relative to the best compared isomer or geometry (same formula, charge and spin): 177.8 kJ/mol
Expectation value of S²: 0.823
Total charge: +1
Gap between HOMO and LUMO (alpha / beta): 5.79 / 4.31 eV
Total energy: -151422.302 eV

Atoms and positions in Å:
Ir  0.766946  0.089212  0.884941
Cl  6.912383  6.624529  -1.754170
C  5.857933  5.425156  -1.093092
C  5.755395  5.286712  0.282727
C  4.912794  4.322205  0.809261
C  4.176340  3.486069  -0.027923
C  4.308226  3.633415  -1.408543
C  5.134673  4.605634  -1.945393
C  3.283739  2.417780  0.488447
C  2.277042  2.717835  1.388972
C  2.108965  3.950024  2.093611
C  1.146506  3.749253  3.022562
C  0.646511  2.420521  2.841155
C  -0.376015  1.832831  3.616603
C  -0.712085  2.480070  4.917053
C  -1.363518  3.708307  4.975925
C  -1.603819  4.319390  6.195859
C  -1.178404  3.700273  7.360849
Cl  -1.452108  4.471819  8.885488
C  -0.539842  2.470926  7.322565
C  -0.316295  1.860943  6.098743
C  -1.009968  0.659434  3.305192
N  -0.755694  -0.140921  2.201131
C  -1.644310  -1.163585  2.261214
C  -1.626895  -2.311003  1.454185
C  -2.764678  -3.260187  1.561210
C  -2.554959  -4.618216  1.817697
C  -3.617606  -5.499629  1.900828
C  -4.909726  -5.022767  1.734852
Cl  -6.239908  -6.125704  1.813740
C  -5.146599  -3.673943  1.527525
C  -4.075678  -2.798096  1.451623
C  -0.512334  -2.655862  0.693093
C  -0.316940  -3.878874  -0.012645
C  0.988492  -3.928833  -0.385116
C  1.588789  -2.700374  0.007304
N  0.657923  -1.914909  0.642814
C  2.901437  -2.344064  -0.299742
C  3.417932  -1.064607  -0.196107
C  4.737136  -0.674187  -0.601126
C  4.811080  0.670472  -0.467824
C  3.548818  1.106681  0.054900
N  2.715522  0.044865  0.210672
C  3.805445  -3.424684  -0.793566
C  4.443750  -4.262430  0.113760
C  5.301988  -5.256323  -0.330975
C  5.510900  -5.412800  -1.692135
Cl  6.579880  -6.652494  -2.254136
C  4.876296  -4.591305  -2.610920
C  4.026549  -3.595264  -2.155671
C  -2.513865  -0.998328  3.401134
C  -2.118146  0.109046  4.046301
N  1.318780  1.807385  1.839245
H  6.339723  5.921981  0.932980
H  4.866089  4.191222  1.882065
H  3.744669  2.987436  -2.071404
H  5.225438  4.726809  -3.015431
H  2.661928  4.853872  1.913455
H  0.783800  4.452427  3.751152
H  -1.712356  4.179573  4.065296
H  -2.119060  5.268087  6.246503
H  -0.219205  2.000817  8.241280
H  0.185983  0.902515  6.060875
H  -1.556275  -4.985070  2.012746
H  -3.450991  -6.547592  2.105553
H  -6.158861  -3.306531  1.433675
H  -4.270113  -1.744174  1.301490
H  -1.076855  -4.611671  -0.215991
H  1.498244  -4.721035  -0.907383
H  5.507325  -1.348064  -0.936305
H  5.659124  1.306973  -0.653443
H  4.275331  -4.134035  1.175531
H  5.804400  -5.907420  0.370118
H  5.045742  -4.735096  -3.668627
H  3.530590  -2.945230  -2.865946
H  -3.305929  -1.670911  3.677643
H  -2.531189  0.534132  4.944224
C  0.294176  1.489770  -4.745692
C  -0.203593  0.100150  -4.334920
C  -1.737420  0.056766  -4.325663
C  0.367271  -0.978986  -5.261147
C  0.260687  -0.178253  -2.961485
N  0.624552  -0.380336  -1.890119
H  -0.054581  1.704429  -5.755975
H  1.383756  1.534410  -4.740126
H  -0.090106  2.255150  -4.071996
H  -2.107320  0.282390  -5.326487
H  -2.150306  0.788408  -3.629179
H  -2.100055  -0.927867  -4.035332
H  0.012846  -0.800359  -6.276452
H  0.043917  -1.972374  -4.950624
H  1.457080  -0.954942  -5.265885
N  -5.767588  -1.649275  -4.741069
C  -5.390214  -1.045867  -3.568727
C  -5.911887  0.200779  -3.206886
C  -5.500160  0.825153  -2.045649
C  -4.564960  0.213991  -1.218762
C  -4.033132  -1.021642  -1.572643
C  -4.442292  -1.648152  -2.731025
S  -4.068658  1.026678  0.265215
O  -4.649833  0.350123  1.395598
O  -4.366650  2.429474  0.102314
N  -2.483372  0.737446  0.323494
C  -1.645701  1.593073  -0.185725
S  -2.084169  3.036722  -1.093056
C  -0.420546  3.343911  -1.439071
C  0.365190  2.432142  -0.859051
N  -0.292355  1.450316  -0.139528
H  -6.548603  -1.284299  -5.254590
H  -5.532383  -2.611184  -4.901401
H  -6.651616  0.673749  -3.840767
H  -5.902334  1.789885  -1.768356
H  -3.294306  -1.494130  -0.936894
H  -4.032248  -2.614843  -2.998970
H  -0.108205  4.181402  -2.038898
H  1.428786  2.395735  -0.948658

Cartesian forces, eV/Å:
-0.259 0.700 1.641
-0.013 0.002 0.003
-0.001 0.011 0.012
-0.005 0.000 -0.005
0.077 -0.073 -0.004
0.065 -0.033 0.097
-0.071 0.066 0.000
-0.002 -0.014 -0.004
0.015 0.191 0.197
-0.039 -0.174 -0.111
-0.085 0.026 -0.067
0.008 0.057 0.023
0.038 -0.018 -0.098
0.018 -0.034 0.132
-0.007 0.185 -0.123
-0.100 -0.054 0.009
-0.013 -0.001 -0.013
0.002 -0.003 0.017
-0.004 -0.009 -0.012
-0.027 -0.011 0.000
0.044 0.052 0.002
-0.227 0.024 -0.226
-0.076 -0.289 0.136
0.075 -0.040 0.185
-0.171 -0.111 0.078
0.107 -0.038 0.062
-0.007 0.024 0.124
-0.007 0.002 -0.002
-0.001 -0.015 -0.001
0.010 0.012 0.008
0.030 0.029 0.011
-0.047 0.001 -0.116
0.130 0.127 -0.017
-0.048 0.008 -0.105
0.051 -0.020 0.025
-0.176 0.114 -0.134
0.257 -0.236 -0.177
0.047 -0.126 0.012
-0.101 0.119 -0.217
-0.023 -0.077 0.065
-0.059 0.066 -0.024
0.047 -0.164 0.016
-0.033 0.070 -0.370
-0.009 0.084 -0.059
-0.008 -0.026 -0.022
-0.020 -0.001 0.004
0.004 -0.007 0.001
-0.006 0.001 0.002
-0.025 -0.008 0.000
0.037 0.005 -0.005
-0.010 -0.071 -0.130
0.139 0.056 0.034
0.264 -0.106 0.142
0.010 0.005 0.002
-0.014 -0.003 0.011
0.021 -0.010 -0.011
0.004 0.000 -0.009
0.047 0.005 0.021
0.025 -0.006 0.036
0.031 0.016 -0.015
-0.005 0.005 0.003
-0.007 -0.007 0.010
0.016 -0.003 0.002
0.021 -0.008 -0.061
-0.004 -0.009 0.015
-0.007 -0.007 -0.024
-0.001 0.012 0.010
-0.017 -0.026 0.050
-0.013 -0.013 -0.022
0.001 -0.027 0.012
0.001 0.020 -0.008
0.000 -0.001 0.012
0.011 -0.004 0.003
0.015 0.008 -0.007
-0.011 0.013 0.000
-0.017 -0.013 -0.025
-0.001 0.038 0.004
0.025 -0.007 0.009
-0.078 -0.028 0.116
0.021 0.017 -0.021
0.001 0.002 -0.003
0.059 0.035 -0.026
0.039 -0.354 -0.644
-0.002 0.009 -0.007
0.010 0.001 -0.004
-0.017 0.002 -0.008
-0.004 -0.001 -0.008
-0.007 0.013 0.005
-0.005 -0.010 -0.007
0.001 -0.003 -0.009
-0.017 -0.008 -0.008
0.010 0.005 -0.012
0.105 0.059 -0.087
-0.009 -0.010 0.012
-0.019 0.005 0.027
0.002 -0.019 0.027
0.089 0.080 -0.089
-0.022 -0.037 0.107
-0.045 -0.018 0.023
-0.515 -0.158 0.014
0.068 -0.031 -0.087
0.012 -0.028 0.054
0.304 0.027 0.171
-0.009 0.000 -0.240
0.068 0.187 -0.086
-0.016 -0.085 0.028
-0.139 0.023 -0.168
0.030 0.156 -0.033
-0.035 -0.040 0.032
-0.054 -0.017 0.026
0.014 0.022 -0.015
0.001 0.020 -0.014
0.022 0.013 -0.037
0.016 -0.011 0.001
0.010 0.026 -0.007
0.196 -0.094 -0.040

C15H19Br3Cl6O12 | wB97M-V/def2-TZVPD

Results
Highest occupied orbital energy: -10.37 eV
Energy relative to the best compared isomer or geometry (same formula, charge and spin): 12.4 kJ/mol
Gap between HOMO and LUMO: 10.21 eV
Total energy: -325694.786 eV

Atoms and positions in Å:
C  3.303481  -2.285516  2.781599
Br  1.825348  -1.728479  3.904551
Br  3.120901  -4.144274  2.323179
Br  4.990738  -1.936474  3.645888
H  3.266962  -1.678582  1.887288
C  -0.147247  -0.730972  0.755474
Cl  -1.008130  0.387031  1.807333
Cl  0.046961  -0.050978  -0.866466
Cl  -0.943407  -2.307305  0.766564
H  0.867783  -0.828207  1.120702
C  3.762259  -3.205226  -1.578696
Cl  3.389332  -4.873989  -1.928839
Cl  5.311484  -3.037808  -0.741066
Cl  2.477608  -2.434526  -0.652730
H  3.866621  -2.653684  -2.502775
C  -0.210740  3.242169  -0.226782
C  -0.623803  4.065910  1.005785
O  -0.426580  5.415788  0.622457
C  -0.261960  5.483401  -0.726390
O  -0.269152  6.487840  -1.352741
O  -0.051876  4.255811  -1.241737
H  -1.017279  2.634204  -0.623145
H  0.694666  2.681967  -0.019852
H  -0.020851  3.808642  1.876372
H  -1.663458  3.909425  1.302143
C  -1.262974  -2.722896  -2.935727
C  -2.573509  -2.983779  -3.677802
O  -2.581798  -1.973199  -4.704005
C  -1.503336  -1.169125  -4.619215
O  -1.277363  -0.243056  -5.325889
O  -0.685191  -1.581930  -3.627831
H  -0.447318  -3.420520  -3.143708
H  -1.299837  -2.530308  -1.868923
H  -3.446203  -2.801674  -3.058001
H  -2.580963  -3.931461  -4.205233
C  4.989374  2.571815  2.349954
C  4.059206  3.476814  1.548623
O  2.860124  2.675452  1.450586
C  3.175493  1.392922  1.675827
O  2.441018  0.472529  1.496931
O  4.420444  1.268124  2.170040
H  4.978011  2.787777  3.418620
H  6.010943  2.599802  1.983064
H  4.413344  3.594679  0.524738
H  3.819701  4.428653  2.005956
C  -5.264898  -1.016210  1.693349
C  -4.440847  -1.391498  0.455815
O  -5.427688  -1.698283  -0.534436
C  -6.668445  -1.364672  -0.073873
O  -7.640818  -1.354125  -0.750131
O  -6.613335  -1.096325  1.244934
H  -5.073456  0.029157  1.945047
H  -5.065057  -1.606144  2.582685
H  -3.820263  -2.283257  0.542016
H  -3.774046  -0.605437  0.098473

Cartesian forces, eV/Å:
-0.061 -0.074 0.338
0.094 -0.011 -0.108
0.068 0.032 0.057
-0.058 -0.039 -0.063
-0.008 -0.069 -0.029
0.417 0.207 -0.190
-0.087 0.115 0.090
-0.390 -0.312 -0.002
0.132 0.034 -0.049
-0.234 -0.147 0.294
0.328 0.394 0.068
-0.049 -0.215 -0.035
0.005 -0.083 0.076
-0.151 0.064 -0.172
-0.128 -0.101 -0.113
-0.808 0.851 -0.094
-0.164 -0.696 0.341
-0.090 0.045 -0.162
0.291 -0.189 0.204
0.024 0.224 -0.083
0.348 -0.084 0.230
0.141 -0.465 0.378
0.143 0.023 -0.473
0.193 0.271 -0.072
-0.053 0.111 -0.222
1.749 0.165 -1.018
0.337 0.699 -0.320
-0.131 0.083 -0.002
0.182 -0.201 0.206
-0.097 0.072 -0.125
-0.697 0.428 0.412
-0.668 -0.820 0.457
-0.320 0.148 -0.059
-0.119 -0.354 0.030
-0.234 -0.233 0.322
-0.087 0.256 0.370
-0.100 -0.621 -0.403
-0.010 0.182 0.073
0.271 0.049 0.382
-0.128 -0.122 -0.182
0.019 0.171 -0.389
0.019 0.064 -0.025
0.007 -0.190 -0.025
0.094 0.303 0.067
-0.005 0.030 0.042
0.536 0.939 -0.313
0.239 -0.806 -0.336
-0.211 0.546 0.081
0.524 -0.390 -0.325
-0.121 -0.001 0.184
-0.200 -0.079 0.273
-0.032 -0.059 0.134
-0.328 -0.353 -0.122
-0.123 0.000 0.384
-0.268 0.210 0.018